{
  "formula": "C5H11NOS2",
  "method": "wB97M-V/def2-TZVPD",
  "elements": ["C", "C", "C", "C", "C", "N", "O", "S", "S", "H", "H", "H", "H", "H", "H", "H", "H", "H", "H", "H"],
  "xyz": [[-1.42302, -3.70937, 0.25224], [0.23230, 2.06476, 0.30431], [1.53478, 1.81269, 0.97831], [-1.56236, 0.66533, -1.05189], [-0.29364, 1.04394, -0.68888], [0.82093, 0.55200, -1.45850], [0.51115, -2.18659, -0.70718], [1.98079, 0.25032, 1.84809], [-0.09570, -2.75156, 0.46277], [-1.94993, -3.85611, -0.63240], [-1.80309, -4.19955, 1.09316], [-0.53334, 2.04328, 1.10053], [0.06319, 3.02584, -0.21524], [2.33773, 1.89703, 0.24675], [1.66752, 2.63836, 1.82205], [-2.55774, 1.01808, -0.67267], [-1.59767, -0.02470, -1.91348], [0.56919, -0.32042, 2.03301], [0.59164, -0.23984, -2.04645], [1.50727, 0.27650, -0.75454]],
  "mulliken_charge": [-0.564, -0.427, -0.845, -1.139, 0.698, -0.583, -0.426, -0.193, 0.372, 0.295, 0.298, 0.310, 0.277, 0.439, 0.306, 0.271, 0.219, 0.105, 0.315, 0.272],
  "homo_ev": -8.13,
  "relative_energy_kcal_mol": 91.5,
  "e_tot_ha": -1123.3626,
  "orbital_gap_ev": 7.851,
  "charge": 0,
  "fmax_ha_per_bohr": 0.073
}

***

{
  "formula": "C5H11NP",
  "method": "wB97M-V/def2-TZVPD",
  "elements": ["C", "C", "C", "C", "C", "N", "P", "H", "H", "H", "H", "H", "H", "H", "H", "H", "H", "H"],
  "xyz": [[-0.77265, -1.14345, -1.23009], [-0.01854, -1.51246, -0.03291], [0.18901, 1.01981, 0.72119], [0.49275, -0.51902, 0.85339], [1.50854, 1.78150, 0.58127], [1.66694, 3.06162, 0.75838], [1.92813, -1.25727, -0.56663], [-0.67986, -1.70235, -2.13172], [-0.71021, -0.07634, -1.40358], [-0.04443, -2.55381, 0.50903], [-0.56746, 1.42008, 0.00738], [-0.22417, 1.28555, 1.67216], [0.89473, -0.66020, 1.82460], [0.96693, 3.65619, 1.20937], [2.56734, 3.49616, 0.84692], [-1.93288, -1.33270, -1.18571], [1.53787, -1.55172, -1.95407], [1.94400, -2.53389, 0.08410]],
  "mulliken_charge": [-1.480, 0.088, -0.555, -0.154, -0.463, -0.166, 0.023, 0.479, 0.357, 0.476, 0.349, 0.365, 0.471, 0.227, 0.296, 0.325, 0.191, 0.171],
  "homo_ev": -11.57,
  "relative_energy_kcal_mol": 93.0,
  "e_tot_ha": -592.7782,
  "orbital_gap_ev": 6.863,
  "charge": 1,
  "fmax_ha_per_bohr": 0.088
}

***

{
  "formula": "C5H11NS",
  "method": "wB97M-V/def2-TZVPD",
  "elements": ["C", "C", "C", "C", "C", "N", "S", "H", "H", "H", "H", "H", "H", "H", "H", "H", "H", "H"],
  "xyz": [[1.38798, -1.01337, -0.46523], [0.36393, -1.53767, 0.56979], [1.06888, 0.45473, -0.42220], [1.87992, 1.49004, 0.36402], [-3.06782, 0.25767, -0.14604], [-1.70185, 0.16493, -0.50265], [-0.58978, 0.15276, 0.53357], [2.45227, -1.33538, -0.40920], [1.05165, -1.38380, -1.46429], [-0.14159, -2.48977, 0.20002], [0.72541, -1.66689, 1.50154], [0.84411, 0.78404, -1.45389], [2.97869, 1.24929, 0.46237], [1.52416, 1.35966, 1.51549], [1.65115, 2.55327, 0.17084], [-3.52079, -0.74799, -0.04117], [-3.56316, 0.78974, -1.08075], [-3.34315, 0.91875, 0.66778]],
  "mulliken_charge": [-0.655, -0.710, 0.110, -1.074, -0.685, -0.369, 0.055, 0.346, 0.241, 0.307, 0.409, 0.421, 0.305, 0.226, 0.315, 0.223, 0.222, 0.313],
  "homo_ev": -7.85,
  "relative_energy_kcal_mol": 75.9,
  "e_tot_ha": -649.9181,
  "orbital_gap_ev": 8.758,
  "charge": 0,
  "fmax_ha_per_bohr": 0.076
}

***

{
  "formula": "C5H11NS",
  "method": "wB97M-V/def2-TZVPD",
  "elements": ["C", "C", "C", "C", "C", "H", "H", "H", "H", "H", "H", "H", "H", "H", "H", "H", "N", "S"],
  "xyz": [[-0.23259, -1.90075, -1.90617], [0.00510, -0.92690, 0.44127], [0.02481, 0.58724, 0.24828], [1.33675, 1.31628, 0.44099], [0.15898, 1.41295, 1.46701], [0.27935, -2.80832, -1.82124], [-1.10029, -2.06000, -2.53339], [0.40620, -1.12192, -2.36444], [-1.63303, -0.98555, -0.81237], [-0.46928, -1.20530, 1.44243], [1.03060, -1.32629, 0.30531], [-0.59005, 1.02032, -0.49235], [1.47170, 2.13276, -0.28635], [2.21396, 0.72475, 0.80081], [0.35404, 1.00019, 2.48140], [-1.91039, 2.67354, 1.66169], [-0.78949, -1.57154, -0.65509], [-0.55637, 3.03853, 1.58221]],
  "mulliken_charge": [-0.853, -0.545, 0.090, -0.895, -0.457, 0.295, 0.340, 0.294, 0.237, 0.258, 0.340, 0.572, 0.307, 0.246, 0.350, 0.113, -0.417, -0.276],
  "homo_ev": -8.55,
  "relative_energy_kcal_mol": 37.6,
  "e_tot_ha": -649.9792,
  "orbital_gap_ev": 9.488,
  "smiles": "CNC[C@@H]1C[C@H]1S",
  "charge": 0,
  "fmax_ha_per_bohr": 0.067
}

***

{
  "formula": "C5H11NSi",
  "method": "wB97M-V/def2-TZVPD",
  "elements": ["C", "C", "C", "C", "C", "N", "Si", "H", "H", "H", "H", "H", "H", "H", "H", "H", "H", "H"],
  "xyz": [[-3.10400, 0.13426, 0.41233], [-2.18278, -0.43587, -0.12225], [1.82499, -0.97319, 0.67396], [-1.08909, -0.94424, -0.81180], [0.08412, 1.27562, 1.07875], [0.93429, 0.77538, -1.79555], [0.53601, -0.01136, -0.32956], [-3.76213, 0.34580, 1.10421], [2.77377, -0.60302, 0.28790], [1.68099, -0.92249, 1.75100], [1.95373, -2.05931, 0.33160], [-1.28664, -1.19581, -1.82991], [-0.91514, -1.96262, -0.36655], [1.11063, 0.21594, -2.59335], [-0.15898, 2.19132, 0.56167], [-0.86892, 1.02064, 1.58277], [0.90458, 1.59476, 1.67209], [1.56459, 1.55421, -1.60732]],
  "mulliken_charge": [-0.223, -0.521, -1.045, -0.610, -1.256, -0.452, 0.386, 0.516, 0.287, 0.316, 0.335, 0.498, 0.257, 0.224, 0.367, 0.275, 0.425, 0.220],
  "homo_ev": -9.09,
  "relative_energy_kcal_mol": 46.2,
  "e_tot_ha": -541.3077,
  "orbital_gap_ev": 9.823,
  "smiles": "C#CC[Si](C)(C)N",
  "charge": 0,
  "fmax_ha_per_bohr": 0.092
}

***

{
  "formula": "C5H11NSi",
  "method": "wB97M-V/def2-TZVPD",
  "elements": ["N", "C", "C", "C", "C", "C", "Si", "H", "H", "H", "H", "H", "H", "H", "H", "H", "H", "H"],
  "xyz": [[-0.58493, 2.75732, 1.59410], [0.21874, 1.94258, 1.37746], [1.13034, -1.55125, -0.85704], [-0.79218, 0.83239, -1.44218], [-1.26470, -0.94556, 0.92646], [1.13394, 0.96358, 0.96972], [0.05884, -0.17564, -0.10314], [0.78141, -1.78102, -1.86714], [1.00933, -2.45211, -0.22419], [2.12659, -1.11185, -0.82876], [-0.06719, 1.50987, -1.92503], [-1.64983, 1.42198, -1.09860], [-1.12284, 0.09892, -2.15543], [-1.83898, -0.14370, 1.38885], [-0.81791, -1.56215, 1.70468], [-1.86050, -1.56325, 0.25855], [1.52422, 0.40018, 1.81918], [2.01565, 1.35972, 0.46250]],
  "mulliken_charge": [-0.479, 0.192, -1.034, -1.002, -0.987, -0.450, 0.230, 0.306, 0.286, 0.288, 0.322, 0.328, 0.331, 0.351, 0.328, 0.284, 0.328, 0.379],
  "homo_ev": -10.53,
  "relative_energy_kcal_mol": 0.4,
  "e_tot_ha": -541.3807,
  "orbital_gap_ev": 11.241,
  "smiles": "C[Si](C)(C)CC#N",
  "charge": 0,
  "fmax_ha_per_bohr": 0.071
}

***

{
  "formula": "C5H11NSi",
  "method": "wB97M-V/def2-TZVPD",
  "elements": ["C", "C", "C", "C", "C", "N", "Si", "H", "H", "H", "H", "H", "H", "H", "H", "H", "H", "H"],
  "xyz": [[-1.71312, -0.59808, 0.56766], [-4.00798, 0.53451, 0.47578], [2.22297, 1.40379, -0.32357], [2.67020, -1.58134, -0.32042], [-3.08760, -0.63938, 0.44102], [-0.51157, -0.55414, 0.51198], [1.79029, -0.18290, 0.57600], [-3.59574, 1.14680, 1.22788], [-3.92537, 1.14807, -0.53809], [-4.96268, 0.06842, 0.49007], [1.51492, 1.17596, -1.25433], [1.97292, 2.36264, 0.07646], [3.23136, 1.31728, -0.71269], [3.50027, -1.24303, -0.90337], [3.02144, -2.46178, 0.28447], [1.89095, -1.85919, -1.00375], [-3.55854, -1.61726, 0.39385], [1.67594, -0.12569, 2.10185]],
  "mulliken_charge": [0.449, -0.870, -0.879, -0.911, -0.586, -0.560, 0.575, 0.309, 0.163, 0.282, 0.249, 0.343, 0.314, 0.327, 0.306, 0.300, 0.279, -0.091],
  "homo_ev": -6.13,
  "relative_energy_kcal_mol": 88.6,
  "e_tot_ha": -541.2400,
  "orbital_gap_ev": 6.478,
  "charge": 0,
  "fmax_ha_per_bohr": 0.078
}

***

{
  "formula": "C5H11O",
  "method": "wB97M-V/def2-TZVPD",
  "elements": ["C", "O", "C", "C", "C", "C", "H", "H", "H", "H", "H", "H", "H", "H", "H", "H", "H"],
  "xyz": [[-0.17979, -1.69706, 0.41476], [1.02275, -2.29185, 0.38516], [-0.03838, -0.17244, 0.84523], [0.06307, 0.76049, -0.36742], [0.59771, 2.15315, 0.06563], [-1.23103, 0.80779, -1.22169], [-0.65693, -1.72489, -0.61218], [-0.95421, -2.16306, 1.07953], [0.88315, -0.14093, 1.42418], [-0.88146, 0.17312, 1.46872], [0.82929, 0.36042, -1.04292], [0.62408, 2.78529, -0.82086], [0.03314, 2.45162, 0.95680], [1.58787, 2.01382, 0.50613], [-2.02251, 0.19988, -0.78584], [-1.08310, 0.38275, -2.21173], [-1.54489, 1.85753, -1.26833]],
  "mulliken_charge": [-0.405, -0.907, -0.944, 0.821, -1.657, -1.316, 0.096, 0.197, 0.310, 0.439, 0.210, 0.454, 0.341, 0.387, 0.283, 0.244, 0.449],
  "homo_ev": -2.04,
  "relative_energy_kcal_mol": 8.9,
  "e_tot_ha": -272.3130,
  "orbital_gap_ev": 5.994,
  "smiles": "CC(C)CC[O-]",
  "charge": -1,
  "fmax_ha_per_bohr": 0.031
}

***

{
  "formula": "C5H11O",
  "method": "wB97M-V/def2-TZVPD",
  "elements": ["C", "O", "C", "C", "C", "C", "H", "H", "H", "H", "H", "H", "H", "H", "H", "H", "H"],
  "xyz": [[-1.51499, -1.68793, -1.24633], [-1.05517, -1.81902, -2.48558], [-0.31925, -1.31107, -0.17545], [-0.36415, 0.18260, 0.12448], [0.93134, 0.56385, 0.95482], [1.30094, 2.02015, 0.55984], [-2.24699, -0.83319, -1.17833], [-1.98650, -2.60973, -0.80725], [0.54032, -1.58696, -0.79102], [-0.44352, -1.92055, 0.70774], [-1.22193, 0.40763, 0.75884], [-0.26025, 0.75384, -0.79604], [1.79885, -0.08597, 0.92919], [0.61123, 0.60031, 2.00981], [1.98611, 2.56696, 1.22850], [0.43321, 2.68003, 0.60167], [1.81074, 2.07905, -0.39489]],
  "mulliken_charge": [-0.390, -0.890, -0.625, -0.625, -0.303, -1.292, 0.144, 0.189, 0.256, 0.392, 0.229, 0.284, 0.363, 0.232, 0.386, 0.312, 0.336],
  "homo_ev": -2.03,
  "relative_energy_kcal_mol": 15.6,
  "e_tot_ha": -272.3023,
  "orbital_gap_ev": 5.818,
  "smiles": "CCCCC[O-]",
  "charge": -1,
  "fmax_ha_per_bohr": 0.063
}

***

{
  "formula": "C5H11O",
  "method": "wB97M-V/def2-TZVPD",
  "elements": ["C", "O", "C", "C", "C", "C", "H", "H", "H", "H", "H", "H", "H", "H", "H", "H", "H"],
  "xyz": [[-0.35909, -1.71332, 1.89400], [0.35121, -2.54953, 2.66840], [0.45576, -0.83552, 0.92107], [-0.40911, 0.13622, 0.13416], [0.42212, 1.17912, -0.64567], [-0.00977, 1.38959, -2.09156], [-1.09031, -1.05104, 2.42843], [-1.04891, -2.29729, 1.19348], [1.29078, -0.36338, 1.44326], [0.88751, -1.49668, 0.15484], [-1.04758, -0.38139, -0.58811], [-1.08044, 0.73554, 0.75965], [0.51810, 2.20479, -0.25397], [1.46864, 0.85054, -0.60884], [0.49420, 2.24268, -2.54950], [0.25547, 0.52030, -2.70689], [-1.09860, 1.42938, -2.15275]],
  "mulliken_charge": [-0.511, -0.888, -0.549, -0.520, -0.399, -1.272, 0.171, 0.127, 0.370, 0.224, 0.310, 0.298, 0.370, 0.271, 0.376, 0.296, 0.325],
  "homo_ev": -1.96,
  "relative_energy_kcal_mol": 8.6,
  "e_tot_ha": -272.3135,
  "orbital_gap_ev": 5.625,
  "smiles": "CCCCC[O-]",
  "charge": -1,
  "fmax_ha_per_bohr": 0.031
}

***

{
  "formula": "C5H11O",
  "method": "wB97M-V/def2-TZVPD",
  "elements": ["C", "C", "C", "C", "C", "O", "H", "H", "H", "H", "H", "H", "H", "H", "H", "H", "H"],
  "xyz": [[-0.23432, -1.74866, 0.37352], [0.63177, -0.83445, -0.29893], [0.49803, -0.53441, -3.25320], [-0.27080, 1.83519, 1.40006], [-0.62254, 0.39402, 1.71198], [-0.53233, -0.34776, 0.33960], [-0.79048, -2.41022, -0.22810], [0.11564, -2.11846, 1.37062], [1.58471, -0.42849, 0.11551], [0.11990, 0.40754, -3.06371], [-0.13598, -1.30115, -3.64326], [1.51721, -0.72783, -3.27967], [0.64015, 1.83050, 0.85249], [0.04989, 2.31685, 2.42149], [-1.10703, 2.42253, 1.14303], [0.03330, -0.23265, 2.41255], [-1.61560, 0.21695, 2.00191]],
  "mulliken_charge": [-0.348, -0.067, -0.856, -0.951, -0.258, -0.010, 0.241, 0.268, 0.283, 0.363, 0.319, 0.375, 0.333, 0.333, 0.334, 0.327, 0.315],
  "homo_ev": [-12.83, -14.41],
  "relative_energy_kcal_mol": 125.4,
  "e_tot_ha": -271.8279,
  "orbital_gap_ev": [7.317, 10.561],
  "charge": 1,
  "fmax_ha_per_bohr": 0.088
}

***

{
  "formula": "C5H11O2",
  "method": "wB97M-V/def2-TZVPD",
  "elements": ["C", "C", "H", "H", "H", "H", "H", "H", "C", "C", "C", "O", "O", "H", "H", "H", "H", "H"],
  "xyz": [[2.25674, -0.58364, 1.03725], [1.29875, 0.18177, 1.97580], [2.12336, -0.24898, 0.07923], [3.37148, -0.50653, 1.30804], [1.84841, -1.72824, 1.02802], [0.64098, 0.92975, 1.68317], [1.76341, 0.59394, 2.89917], [0.64689, -0.57529, 2.35604], [-1.28233, 0.84826, -1.09510], [-0.55466, -0.26057, -1.79897], [-2.58891, 0.10202, -0.78125], [-2.74469, -0.09366, 0.43367], [-3.36141, -0.01030, -1.71762], [-0.86525, 1.18735, -0.09744], [-1.45629, 1.77392, -1.60639], [-0.55798, -1.05498, -1.01089], [0.43629, 0.08402, -2.03423], [-0.97479, -0.63883, -2.65849]],
  "mulliken_charge": [-0.589, -0.923, 0.123, 0.273, 0.191, 0.341, 0.296, 0.276, 0.041, -1.074, 0.438, -0.728, -0.723, -0.092, 0.307, 0.217, 0.252, 0.374],
  "homo_ev": -3.55,
  "relative_energy_kcal_mol": 36.9,
  "e_tot_ha": -347.5908,
  "orbital_gap_ev": 7.167,
  "charge": -1,
  "fmax_ha_per_bohr": 0.069
}